<w>
The following is a DFT calculation (wB97M-V/def2-TZVPD) of a 2-piece molecular cluster, C6H13N4 overall.

Structure (XYZ):
```
23
C6H13N4 wB97M-V/def2-TZVPD
C 2.396 -2.259 1.362
C 0.523 0.950 -0.005
C -0.235 -2.259 -1.173
C -0.798 2.420 1.318
C -0.814 2.269 -1.250
C 0.259 -2.060 0.219
N 2.399 -0.337 -0.618
N 1.522 -2.083 0.495
N 1.605 0.548 -0.345
N -0.430 1.804 0.044
H 2.505 -3.234 1.961
H 3.193 -1.411 1.526
H -1.253 -1.855 -1.321
H -0.273 -3.338 -1.344
H 0.431 -1.822 -1.891
H -1.814 2.258 1.504
H -0.466 3.453 1.356
H -0.257 1.748 2.080
H -0.424 3.214 -1.650
H -1.861 2.343 -1.318
H -0.352 1.598 -2.015
H -0.394 -1.855 1.058
H 3.354 0.014 -0.637
```

Output
**Molecular weight**: 141.20 g mol⁻¹
**Total charge**: +1
**LUMO (alpha / beta)**: -0.1613 / -0.1613 Eh

<x>
The following is a DFT calculation (wB97M-V/def2-TZVPD) of an isolated ion of composition C6H13N4 and charge +1.

Structure (XYZ):
```
23
C6H13N4 wB97M-V/def2-TZVPD
N -1.710 -0.275 2.602
C -1.116 -0.770 1.503
N -0.562 -1.909 1.288
N 0.089 -1.843 0.068
C -0.595 -0.837 -0.767
C 0.407 -0.363 -1.955
C 1.577 0.402 -1.397
C 1.070 1.544 -0.537
N 0.359 1.072 0.761
C -0.827 0.230 0.369
H -2.578 0.387 2.647
H -1.749 -0.932 3.386
H 0.198 -2.704 -0.347
H -1.550 -1.247 -1.268
H -0.198 0.334 -2.726
H 0.840 -1.306 -2.320
H 2.158 -0.379 -0.781
H 2.417 0.873 -2.132
H 1.891 2.168 -0.317
H 0.247 2.241 -0.953
H 1.078 0.513 1.325
H 0.220 1.916 1.375
H -1.667 0.886 0.178
```

Output
**Molecular weight**: 141.20 g mol⁻¹
**Total charge**: +1
**LUMO**: -0.1168 Eh

It is <x> that is most stable; the runner-up trails by 4.065 eV.

<w>
The following is a DFT calculation (wB97M-V/def2-TZVPD) of a 2-piece molecular cluster, CHNO3 overall.

Structure (XYZ):
```
6
CHNO3 wB97M-V/def2-TZVPD
C 0.099 -0.048 -0.795
N 0.702 2.381 0.009
O 0.315 -0.561 -1.796
O 0.933 3.242 -0.815
O 0.697 2.343 1.216
H -0.183 -0.470 0.256
```

Output
**Molecular weight**: 75.02 g mol⁻¹
**Total charge**: 0
**LUMO (alpha / beta)**: -0.0125 / -0.0516 Eh

<x>
The following is a DFT calculation (wB97M-V/def2-TZVPD) of a 2-piece molecular cluster, CHNO3 overall.

Structure (XYZ):
```
6
CHNO3 wB97M-V/def2-TZVPD
C 1.873 -0.795 -0.427
N -1.624 0.845 -0.585
O 2.039 -1.904 -0.570
O 1.728 0.329 -0.185
O -2.153 0.480 0.490
H -1.863 1.044 1.277
```

Output
**Molecular weight**: 75.02 g mol⁻¹
**Total charge**: 0
**LUMO (alpha / beta)**: 0.0092 / 0.0113 Eh

<y>
The following is a DFT calculation (wB97M-V/def2-TZVPD) of a 2-piece molecular cluster, CHNO3 overall.

Structure (XYZ):
```
6
CHNO3 wB97M-V/def2-TZVPD
O 2.114 -0.697 -0.495
C 2.390 0.276 0.029
O 2.872 1.173 0.607
N 0.000 1.521 0.415
O -0.581 0.480 0.350
H 0.230 1.989 -0.613
```

Output
**Molecular weight**: 75.02 g mol⁻¹
**Total charge**: 0
**LUMO**: -0.0247 Eh

It is <y> that is most stable; the runner-up trails by 1.205 eV.

<w>
The following is a DFT calculation (wB97M-V/def2-TZVPD) of a 2-piece molecular cluster, C5H16N3O overall.

Structure (XYZ):
```
25
C5H16N3O wB97M-V/def2-TZVPD
C 1.042 -0.215 1.957
C 2.239 -1.222 2.225
C 0.356 1.609 0.318
N 1.264 0.770 0.867
N -0.984 1.261 0.225
N 0.776 2.810 -0.358
H 0.186 -1.030 1.805
H 0.841 0.258 2.973
H 1.901 -2.213 2.425
H 2.907 -0.898 2.941
H 2.207 1.042 0.870
H -1.165 0.264 0.402
H -1.545 1.733 -0.560
H 1.705 2.950 -0.484
H 0.001 3.337 -0.808
H 2.775 -1.101 1.307
C -1.971 -1.114 -1.627
C -1.825 -2.365 -2.488
O -0.744 -0.913 -0.820
H -1.898 -0.177 -2.148
H -2.900 -1.082 -0.959
H -2.213 -3.216 -1.828
H -0.203 -1.710 -0.772
H -0.735 -2.491 -2.575
H -2.352 -2.419 -3.473
```

Output
**Molecular weight**: 134.20 g mol⁻¹
**Total charge**: +1
**LUMO**: -0.1049 Eh

<x>
The following is a DFT calculation (wB97M-V/def2-TZVPD) of a 2-piece molecular cluster, C5H16N3O overall.

Structure (XYZ):
```
25
C5H16N3O wB97M-V/def2-TZVPD
C 0.951 -0.071 2.038
C 2.344 -0.563 2.565
C 0.158 1.829 0.695
N 1.151 1.158 1.270
N -1.082 1.352 0.816
N 0.354 2.994 0.085
H 0.654 -0.895 1.407
H 0.232 0.068 2.836
H 2.637 -1.415 1.956
H 2.335 -0.873 3.603
H 2.064 1.178 0.838
H -1.146 0.339 0.772
H -1.837 1.822 0.341
H 1.250 3.449 0.011
H -0.288 3.281 -0.639
H 3.095 0.206 2.442
C -1.621 -0.897 -2.127
C -1.626 -2.205 -2.939
O -0.814 -0.994 -0.922
H -1.349 -0.022 -2.720
H -2.598 -0.695 -1.695
H -2.639 -2.428 -3.241
H -0.155 -1.689 -1.038
H -0.979 -2.952 -2.488
H -1.092 -1.975 -3.867
```

Output
**Molecular weight**: 134.20 g mol⁻¹
**Total charge**: +1
**LUMO**: -0.1040 Eh

<y>
The following is a DFT calculation (wB97M-V/def2-TZVPD) of a 2-piece molecular cluster, C5H16N3O overall.

Structure (XYZ):
```
25
C5H16N3O wB97M-V/def2-TZVPD
C 2.808 0.154 0.039
C 1.096 -1.670 -0.182
C 1.410 -0.221 -0.354
C 0.293 0.569 0.309
C -2.096 -0.130 0.059
N 0.235 2.057 0.111
N -2.197 -0.109 -1.349
N -2.255 -1.279 0.755
O -2.703 0.983 0.567
H 2.652 0.248 1.152
H 3.100 1.153 -0.446
H 3.438 -0.637 -0.256
H 0.239 -2.045 -0.820
H 0.836 -1.847 0.901
H 2.033 -2.341 -0.297
H 1.426 0.028 -1.488
H 0.147 0.385 1.300
H -0.777 2.396 -0.103
H 0.499 2.601 0.889
H -1.757 -0.886 -1.817
H -2.820 0.545 -1.824
H -1.819 -1.202 1.762
H -1.957 -2.033 0.201
H 0.882 2.247 -0.712
H -2.713 1.032 1.600
```

Output
**Molecular weight**: 134.20 g mol⁻¹
**Total charge**: +1
**LUMO**: -0.1163 Eh

It is <x> that is most stable; the runner-up trails by 1.612 eV.

<w>
The following is a DFT calculation (wB97M-V/def2-TZVPD) of H16NaO8 as an isolated structure.

Structure (XYZ):
```
25
H16NaO8 wB97M-V/def2-TZVPD
Na -10.798 10.992 2.871
O -8.876 11.587 0.980
H -8.270 11.273 1.668
H -8.434 11.493 0.095
O -9.772 9.014 2.396
H -10.012 8.377 3.068
H -8.915 8.682 2.109
O -11.692 12.531 1.337
H -10.937 12.934 0.957
H -12.077 13.111 1.947
O -10.672 10.146 4.882
H -11.110 10.552 5.620
H -9.775 10.303 5.154
O -12.595 9.744 2.060
H -12.516 8.769 2.143
H -13.274 9.899 2.776
O -10.647 8.815 -0.131
H -10.342 9.570 -0.621
H -10.280 9.021 0.730
O -9.693 12.970 3.964
H -9.489 13.880 4.035
H -9.187 12.532 4.668
O -12.702 12.151 3.937
H -13.285 11.456 4.354
H -13.249 12.817 3.514
```

Output
**Molecular weight**: 167.11 g mol⁻¹
**Total charge**: +1
**LUMO**: -0.1306 Eh

<x>
The following is a DFT calculation (wB97M-V/def2-TZVPD) of H16NaO8 as an isolated structure.

Structure (XYZ):
```
25
H16NaO8 wB97M-V/def2-TZVPD
Na -14.894 -24.140 -5.035
O -16.784 -23.868 -3.014
H -17.292 -23.145 -2.647
H -16.567 -24.416 -2.259
O -14.823 -26.543 -2.018
H -14.795 -27.475 -2.236
H -14.723 -26.097 -2.858
O -15.926 -26.795 -4.602
H -15.645 -27.628 -4.980
H -16.807 -26.967 -4.270
O -12.920 -25.003 -3.650
H -12.583 -24.835 -2.770
H -12.486 -25.812 -3.923
O -16.919 -24.102 -6.210
H -17.335 -23.367 -6.661
H -17.617 -24.485 -5.679
O -13.401 -21.806 -3.844
H -12.726 -22.476 -3.953
H -13.020 -21.017 -4.229
O -13.794 -25.614 -6.808
H -14.194 -26.430 -7.109
H -13.587 -25.137 -7.613
O -13.963 -22.637 -6.999
H -13.086 -22.387 -7.292
H -14.532 -22.431 -7.741
```

Output
**Molecular weight**: 167.11 g mol⁻¹
**Total charge**: +1
**LUMO**: -0.1107 Eh

It is <x> that is most stable; the runner-up trails by 0.999 eV.

<w>
The following is a DFT calculation (wB97M-V/def2-TZVPD) of an isolated ion of composition C8H15N2 and charge +1.

Structure (XYZ):
```
25
C8H15N2 wB97M-V/def2-TZVPD
C 1.178 -0.985 -0.893
C -0.661 0.168 -1.581
C 0.899 -2.117 1.739
C 0.767 -0.056 0.094
C -1.852 0.555 -2.351
C 1.950 0.549 0.798
C 0.200 -1.029 1.425
C -1.128 1.624 0.408
N -0.343 0.731 -0.420
N 0.330 -0.685 -1.955
H 1.244 -2.069 0.620
H 1.819 -1.784 2.201
H -1.914 1.522 -2.718
H -2.755 0.405 -1.647
H -2.026 -0.250 -3.103
H 2.026 0.186 1.794
H 1.681 1.627 0.929
H 2.961 0.543 0.429
H -0.011 -0.203 2.163
H 0.585 -2.888 2.502
H -0.729 -1.268 1.106
H -0.534 2.469 0.673
H -2.085 1.877 -0.103
H -1.278 0.995 1.280
H 0.384 -1.087 -2.825
```

Output
**Molecular weight**: 139.22 g mol⁻¹
**Total charge**: +1
**LUMO**: -0.1671 Eh

<x>
The following is a DFT calculation (wB97M-V/def2-TZVPD) of C8H15N2 as an isolated structure.

Structure (XYZ):
```
25
C8H15N2 wB97M-V/def2-TZVPD
C 3.507 -0.076 -0.632
C 2.281 1.392 0.707
C 1.318 -0.368 0.287
C -2.595 1.205 0.394
C -0.684 -2.139 0.346
C -2.241 0.131 -0.691
C -0.773 -0.012 -0.904
C -0.160 -0.720 0.318
N 3.463 1.053 0.012
N 2.245 -0.832 -0.430
H 1.847 2.213 0.159
H 2.227 1.450 1.783
H -3.160 2.008 -0.052
H -3.113 0.865 1.237
H -1.601 1.794 0.748
H 0.060 -2.759 0.683
H -1.422 -2.141 1.115
H -1.037 -2.516 -0.638
H -2.545 -0.859 -0.155
H -2.644 0.175 -1.733
H -0.578 -0.602 -1.753
H -0.412 0.987 -1.090
H -0.631 -0.172 1.064
H 4.309 1.720 0.154
H 2.340 -1.796 -0.928
```

Output
**Molecular weight**: 139.22 g mol⁻¹
**Total charge**: +1
**LUMO**: -0.1707 Eh

It is <x> that is most stable; the runner-up trails by 0.081 eV.

<w>
The following is a DFT calculation (wB97M-V/def2-TZVPD) of one molecule with the formula C4H5N3OS.

Structure (XYZ):
```
14
C4H5N3OS wB97M-V/def2-TZVPD
C -3.208 -0.665 0.110
C -1.773 0.000 0.032
N -1.543 1.195 0.347
N -0.323 1.599 0.263
C 0.476 0.588 -0.144
C 1.968 0.804 -0.438
N 2.869 0.056 -0.071
O 2.451 -1.014 0.644
S -0.367 -0.878 -0.417
H -3.416 -0.888 -0.851
H -3.929 0.075 0.442
H -3.346 -1.430 0.935
H 2.047 1.532 -1.016
H 3.113 -1.445 0.883
```

Output
**Molecular weight**: 143.17 g mol⁻¹
**Total charge**: 0
**LUMO**: 0.0140 Eh

<x>
The following is a DFT calculation (wB97M-V/def2-TZVPD) of one molecule with the formula C4H5N3OS.

Structure (XYZ):
```
14
C4H5N3OS wB97M-V/def2-TZVPD
C -0.056 0.893 1.010
C 0.025 0.562 -0.332
C 0.053 -0.833 -0.723
C 0.071 1.524 -1.428
N -0.050 -0.002 2.035
N -0.257 -1.650 0.372
N -0.115 -1.277 1.730
O 0.283 -1.233 -1.848
S -0.124 -2.514 2.779
H 0.188 1.922 1.396
H 0.434 2.435 -1.039
H -0.922 1.604 -1.863
H 0.682 1.147 -2.295
H -0.212 -2.578 0.205
```

Output
**Molecular weight**: 143.17 g mol⁻¹
**Total charge**: 0
**LUMO (alpha / beta)**: -0.0511 / -0.0511 Eh

It is <x> that is most stable; the runner-up trails by 1.669 eV.